The following is a DFT calculation (the ωB97M-V functional and the def2-TZVPD basis) of 3 unconnected molecules or ions with the total composition C43H38FN4O5S at a distorted geometry.

Values from the calculation:
Max |F|: 7.57 eV/A
E_HOMO: -10.6 eV
Total charge: +1
Kohn-Sham gap: 5.7 eV

Geometry (Å):
C (1.431, -2.223, -3.171)
C (2.129, -3.030, -4.448)
F (1.979, -2.175, -5.655)
C (1.485, -4.530, -4.592)
C (1.429, -5.619, -3.386)
C (0.698, -6.948, -3.921)
N (0.190, -7.109, -5.275)
C (-0.528, -8.448, -5.572)
C (-2.120, -8.091, -5.740)
C (-3.092, -8.746, -4.576)
C (-4.596, -8.057, -4.781)
C (-5.010, -7.013, -3.587)
C (-3.840, -5.942, -3.168)
C (-4.317, -4.348, -3.331)
S (-3.125, -3.356, -4.407)
C (-3.642, -3.754, -6.186)
N (-2.854, -3.483, -7.452)
N (-3.684, -3.936, -8.502)
C (-5.003, -4.543, -7.996)
O (-4.938, -4.394, -6.523)
N (0.227, -6.301, -6.343)
C (0.871, -5.043, -5.973)
H (0.312, -2.580, -3.049)
H (1.448, -1.082, -3.447)
H (1.979, -2.433, -2.146)
H (3.289, -3.090, -4.182)
H (1.820, -5.435, -2.304)
H (0.573, -7.839, -3.147)
H (-0.307, -9.260, -4.743)
H (-0.158, -8.869, -6.620)
H (-2.255, -6.929, -5.682)
H (-2.476, -8.434, -6.812)
H (-2.678, -8.625, -3.482)
H (-3.208, -9.902, -4.793)
H (-5.411, -8.895, -4.889)
H (-4.561, -7.460, -5.812)
H (-5.926, -6.386, -3.979)
H (-5.408, -7.670, -2.684)
H (-3.664, -6.085, -1.997)
H (-2.811, -6.109, -3.709)
H (-5.414, -4.257, -3.740)
H (-4.303, -3.839, -2.253)
H (-5.843, -5.004, -8.669)
H (0.947, -4.258, -6.873)
C (3.568, 3.733, 3.077)
C (3.973, 2.427, 2.805)
C (3.212, 1.622, 1.956)
C (2.035, 2.121, 1.386)
C (1.616, 3.418, 1.677)
C (2.391, 4.231, 2.516)
C (0.350, 3.938, 1.121)
O (-0.016, 5.079, 1.374)
C (-0.471, 3.060, 0.265)
C (-1.702, 3.520, -0.222)
C (-2.479, 2.701, -1.044)
C (-2.027, 1.428, -1.389)
C (-0.804, 0.965, -0.901)
C (-0.029, 1.780, -0.064)
C (1.246, 1.268, 0.475)
O (1.642, 0.147, 0.176)
H (4.166, 4.364, 3.731)
H (4.884, 2.035, 3.253)
H (3.538, 0.605, 1.745)
H (2.078, 5.250, 2.737)
H (-2.061, 4.514, 0.040)
H (-3.437, 3.058, -1.416)
H (-2.629, 0.792, -2.035)
H (-0.460, -0.032, -1.171)
C (4.936, 7.462, 10.790)
C (3.927, 8.217, 11.389)
C (2.801, 8.586, 10.652)
C (2.688, 8.210, 9.308)
C (3.707, 7.476, 8.703)
C (4.829, 7.091, 9.449)
C (3.622, 7.117, 7.273)
O (4.515, 6.469, 6.741)
C (2.449, 7.555, 6.491)
C (2.382, 7.271, 5.121)
C (1.270, 7.671, 4.377)
C (0.220, 8.346, 4.999)
C (0.286, 8.635, 6.362)
C (1.407, 8.248, 7.108)
C (1.484, 8.590, 8.542)
O (0.564, 9.187, 9.088)
H (5.809, 7.166, 11.367)
H (4.017, 8.516, 12.431)
H (2.015, 9.171, 11.128)
H (5.623, 6.507, 8.987)
H (3.196, 6.742, 4.628)
H (1.222, 7.454, 3.312)
H (-0.650, 8.651, 4.421)
H (-0.535, 9.167, 6.840)

---

The following is a DFT calculation (the ωB97M-V functional and the def2-TZVPD basis) of a molecular structure, C2H3OZn at a distorted geometry.

Values from the calculation:
Max |F|: 4.86 eV/A
E_HOMO (alpha / beta): -15.0 / -15.0 eV
ΔE to the lowest compared entry with this formula, charge and spin: 2.219 eV
Total charge: +1
Kohn-Sham gap (alpha / beta): 8.2 / 8.2 eV

Geometry (Å):
O (0.551, 1.297, 0.212)
C (0.659, 0.340, -0.515)
C (0.062, -0.832, -0.758)
H (-0.133, -1.049, -1.812)
H (0.453, -1.728, -0.264)
H (-1.152, 0.197, 1.441)
Zn (-0.440, 1.775, 1.696)

---

The following is a DFT calculation (the ωB97M-V functional and the def2-TZVPD basis) of C9H10N2O2 in the gas phase at a distorted geometry.

Values from the calculation:
Max |F|: 5.12 eV/A
E_HOMO (alpha / beta): -8.5 / -8.5 eV
ΔE to the lowest compared entry with this formula, charge and spin: 6.129 eV
Total charge: 0
Kohn-Sham gap (alpha / beta): 8.3 / 8.3 eV

Geometry (Å):
C (0.875, -0.326, 0.063)
C (0.749, 1.044, -0.007)
C (2.272, -0.557, 0.086)
C (-1.440, -1.143, -0.090)
C (-2.212, -0.121, -0.111)
C (-3.724, -0.341, -0.255)
C (-0.475, 1.863, -0.266)
C (-1.849, 1.331, 0.194)
C (3.193, -1.701, 0.114)
N (2.860, 0.604, 0.185)
N (1.981, 1.580, 0.002)
O (-4.583, 0.447, 0.056)
O (-1.488, -2.342, -0.557)
H (-3.899, -1.400, -0.544)
H (-0.381, 2.922, 0.085)
H (-0.488, 2.062, -1.321)
H (-2.480, 1.973, -0.354)
H (-1.938, 1.464, 1.253)
H (2.924, -2.642, 0.677)
H (3.382, -2.090, -0.913)
H (4.108, -1.306, 0.503)
H (2.320, 2.571, 0.200)
H (-1.497, -3.044, 0.097)